# 1
{"formula": "C18H21N3O2S2", "method": "wB97M-V/def2-TZVPD", "species": ["C", "C", "C", "C", "C", "O", "C", "C", "C", "C", "S", "C", "S", "N", "C", "C", "N", "C", "C", "N", "C", "C", "C", "C", "O", "H", "H", "H", "H", "H", "H", "H", "H", "H", "H", "H", "H", "H", "H", "H", "H", "H", "H", "H", "H", "H"], "coordinates": [[2.204, -1.948, 4.072], [0.762, -1.683, 3.614], [0.649, -0.747, 2.414], [-0.486, -0.601, 1.740], [-0.485, 0.319, 0.539], [-1.377, 1.103, 0.293], [0.761, 0.222, -0.325], [0.686, 0.251, -1.843], [-0.731, 0.120, -2.432], [-1.445, -1.193, -2.078], [-2.912, -1.359, -3.185], [-3.989, -0.083, -2.556], [-4.499, 1.136, -3.483], [-4.366, -0.182, -1.208], [-4.284, 0.793, -0.259], [-4.708, 0.305, 0.920], [-5.090, -1.023, 0.698], [-4.897, -1.274, -0.528], [1.900, 0.117, 0.356], [3.173, 0.041, -0.288], [3.546, 1.161, -0.783], [3.139, 2.519, -0.216], [4.414, 1.198, -2.020], [1.827, 0.057, 1.878], [2.616, 0.620, 2.602], [2.160, -2.772, 4.797], [2.605, -1.085, 4.609], [2.865, -2.274, 3.266], [0.308, -2.631, 3.295], [0.122, -1.303, 4.417], [-1.407, -1.116, 2.009], [1.071, 1.231, -2.166], [1.338, -0.529, -2.254], [-1.347, 0.993, -2.199], [-0.621, 0.131, -3.526], [-1.867, -1.199, -1.066], [-0.793, -2.066, -2.176], [-3.912, 1.804, -0.345], [-4.752, 0.807, 1.872], [-5.094, -2.192, -1.066], [3.222, 2.547, 0.871], [2.121, 2.740, -0.565], [3.762, 3.319, -0.634], [5.471, 1.396, -1.810], [4.285, 0.293, -2.617], [4.057, 2.039, -2.631]], "forces_ev_per_angstrom": [[-0.6, -0.3, 0.9], [0.3, 0.2, -0.6], [0.2, -0.2, 0.1], [-0.1, 0.4, -0.6], [0.4, -0.2, 0.0], [0.1, -0.3, 0.0], [-0.7, -0.4, -0.1], [-0.5, 0.7, 0.4], [0.4, -0.3, -0.4], [-0.8, 0.8, 0.4], [0.0, -0.2, 0.0], [0.2, 0.1, -0.1], [0.0, -0.1, 0.0], [0.2, -0.3, 0.1], [0.3, 2.2, 0.9], [-0.3, -1.3, -0.8], [-0.6, 0.2, 2.1], [0.7, -0.6, -1.7], [1.2, -0.2, 1.2], [-1.5, 0.7, -0.7], [0.7, 0.2, 0.2], [0.0, 0.0, -0.8], [-0.1, 0.2, 0.1], [-0.2, -0.3, 0.2], [-0.1, -0.3, -0.4], [0.1, 0.1, -0.1], [0.2, -0.1, -0.4], [-0.1, 0.3, 0.0], [0.0, 0.2, 0.1], [0.3, 0.0, 0.1], [0.0, 0.3, 0.0], [0.1, -0.3, -0.2], [0.0, 0.2, 0.2], [0.0, -0.3, 0.2], [0.0, 0.0, 0.2], [0.3, 0.0, -0.1], [-0.3, 0.0, -0.3], [0.1, -0.3, -0.8], [0.0, -0.2, 0.0], [0.0, 0.0, 0.2], [-0.3, -0.2, -0.1], [0.0, 0.0, 0.4], [0.0, -0.3, 0.1], [-0.1, -0.1, 0.0], [0.2, 0.0, 0.3], [0.1, -0.1, 0.1]], "mulliken_charge": [-1.2737, -0.3017, 0.3083, -0.8254, -0.0340, -0.5468, 0.4598, -0.4946, -1.0901, -0.2879, -0.1387, 0.0865, -0.1757, 0.2296, -0.1666, -0.5280, -0.6429, -0.0157, 0.9289, -0.5859, 0.8611, -1.1879, -1.3072, -0.0724, -0.5820, 0.4127, 0.2770, 0.3386, 0.3476, 0.2849, 0.5309, 0.2380, 0.3880, 0.3800, 0.5619, -0.0671, 0.4561, 0.3845, 0.4059, 0.4054, 0.2702, 0.2897, 0.4327, 0.3357, 0.3376, 0.3723], "e_above_lowest_kcal_mol": 101.3, "smiles": "CCC1=CC(=O)C(CCCSC(=S)n2ccnc2)=C(N=C(C)C)C1=O", "homo_lumo_gap_ev": 8.1, "spin_multiplicity": 1, "homo_energy_ev": -8.82}

---

# 2
{"formula": "C28H62BN12O7P2S", "method": "wB97M-V/def2-TZVPD", "species": ["C", "C", "O", "N", "C", "N", "C", "C", "C", "S", "C", "N", "N", "C", "O", "C", "C", "C", "O", "C", "O", "N", "B", "O", "N", "C", "C", "C", "C", "H", "H", "H", "H", "H", "H", "H", "H", "H", "H", "H", "H", "H", "H", "H", "H", "H", "H", "H", "H", "H", "H", "H", "H", "H", "H", "O", "P", "N", "C", "C", "N", "C", "C", "N", "C", "C", "H", "H", "H", "H", "H", "H", "H", "H", "H", "H", "H", "H", "H", "H", "H", "H", "H", "H", "O", "P", "N", "C", "C", "N", "C", "C", "N", "C", "C", "H", "H", "H", "H", "H", "H", "H", "H", "H", "H", "H", "H", "H", "H", "H", "H", "H", "H"], "coordinates": [[1.972, 0.633, 0.688], [3.094, 1.148, -0.191], [3.599, 2.206, 0.002], [3.602, 0.321, -1.317], [4.226, -0.846, -0.663], [2.611, 0.047, -2.264], [1.716, 1.017, -2.741], [1.599, 2.474, -2.369], [0.289, 2.804, -1.599], [0.718, 3.954, -0.241], [-0.600, 3.633, 0.859], [-0.577, 3.579, 2.147], [-1.870, 3.294, 2.523], [-2.592, 3.208, 1.469], [-1.827, 3.415, 0.354], [0.899, 0.464, -3.666], [-0.210, 1.118, -4.398], [-1.552, 0.630, -3.816], [-2.565, 0.709, -4.831], [-3.212, -0.475, -4.968], [-3.275, -1.041, -6.015], [1.325, -0.876, -3.788], [0.650, -1.812, -4.737], [0.147, -1.357, -5.930], [0.578, -3.224, -4.401], [0.751, -4.054, -5.614], [-0.707, -3.534, -3.724], [2.353, -1.070, -2.949], [3.053, -2.388, -2.893], [1.548, 1.505, 1.182], [2.383, -0.014, 1.462], [1.190, 0.145, 0.105], [4.542, -0.553, 0.338], [3.527, -1.670, -0.510], [5.118, -1.170, -1.189], [2.440, 2.855, -1.799], [1.601, 3.045, -3.296], [-0.367, 3.355, -2.268], [-0.197, 1.926, -1.183], [-3.646, 3.023, 1.365], [-0.203, 2.200, -4.310], [-0.206, 0.878, -5.458], [-1.842, 1.233, -2.955], [-1.486, -0.412, -3.484], [-3.712, -0.913, -4.089], [-0.820, -1.316, -5.937], [-0.200, -4.359, -6.053], [1.282, -4.967, -5.334], [1.358, -3.569, -6.376], [-1.121, -4.472, -4.086], [-1.478, -2.770, -3.889], [-0.529, -3.629, -2.652], [4.092, -2.316, -2.600], [3.046, -2.898, -3.851], [2.517, -3.045, -2.208], [-6.846, 0.786, 1.285], [-8.219, 1.413, 1.298], [-8.630, 1.257, -0.354], [-9.294, 2.216, -1.207], [-8.949, -0.107, -0.744], [-7.726, 3.030, 1.754], [-7.265, 3.970, 0.745], [-6.791, 3.015, 2.874], [-9.874, 1.679, 1.869], [-10.447, 3.007, 1.952], [-10.155, 0.945, 3.120], [-10.385, 2.237, -1.063], [-9.106, 1.960, -2.252], [-8.905, 3.222, -1.083], [-9.982, -0.376, -0.475], [-8.277, -0.814, -0.254], [-8.823, -0.242, -1.819], [-6.540, 3.528, 0.047], [-6.799, 4.834, 1.222], [-8.100, 4.381, 0.178], [-5.767, 2.779, 2.557], [-7.082, 2.272, 3.619], [-6.785, 3.985, 3.375], [-10.011, 3.617, 2.749], [-11.516, 2.897, 2.152], [-10.363, 3.551, 1.014], [-9.636, 1.388, 3.980], [-9.829, -0.095, 3.027], [-11.225, 0.930, 3.327], [6.371, -1.636, 1.554], [7.116, -1.570, 2.870], [8.716, -1.462, 2.296], [9.899, -2.121, 2.804], [9.040, -0.163, 1.724], [6.685, -3.160, 3.457], [7.448, -4.331, 3.046], [5.258, -3.429, 3.303], [7.466, -0.984, 4.507], [7.838, -1.890, 5.576], [6.436, -0.047, 4.996], [10.315, -1.628, 3.696], [10.673, -2.115, 2.034], [9.727, -3.168, 3.030], [9.284, 0.574, 2.503], [8.199, 0.223, 1.143], [9.886, -0.242, 1.040], [7.638, -4.360, 1.965], [6.915, -5.241, 3.324], [8.398, -4.388, 3.577], [5.000, -3.730, 2.281], [4.666, -2.543, 3.549], [4.955, -4.222, 3.989], [7.013, -2.521, 5.915], [8.177, -1.285, 6.421], [8.674, -2.530, 5.301], [5.493, -0.559, 5.229], [6.229, 0.714, 4.237], [6.779, 0.475, 5.889]], "forces_ev_per_angstrom": [[0.1, 0.3, -0.4], [-0.6, 0.5, 0.2], [0.5, -0.1, 0.0], [0.3, 0.1, 0.5], [0.0, -0.2, 0.1], [-1.1, -0.2, -0.7], [-0.5, 1.3, 0.1], [0.0, 0.0, 0.4], [0.5, 0.5, 0.0], [0.0, 0.0, 0.3], [0.0, 0.0, -0.1], [0.4, -0.2, -0.4], [-0.8, 0.0, 0.7], [1.2, 0.2, 0.0], [-0.7, -0.1, -0.5], [1.5, -0.3, 0.5], [-1.0, -0.5, 0.0], [-0.2, 0.1, 0.0], [0.2, -0.2, 0.3], [-0.4, -0.3, -0.6], [0.2, 0.0, -0.2], [-1.1, 1.3, -0.7], [0.1, -1.5, -0.4], [0.1, 1.0, 0.9], [-0.5, 0.4, -0.7], [0.2, -0.6, 0.3], [0.5, 0.2, 0.7], [0.7, -1.3, 0.3], [0.2, -0.2, 0.1], [0.0, 0.0, 0.1], [-0.1, -0.2, -0.1], [0.1, -0.3, 0.1], [0.2, 0.2, -0.1], [0.0, 0.0, -0.1], [0.0, 0.0, 0.0], [0.2, -0.2, -0.2], [0.0, 0.0, -0.1], [-0.4, -0.3, 0.1], [0.0, 0.0, -0.1], [0.0, -0.1, 0.0], [0.4, 0.1, 0.1], [0.2, 0.0, 0.0], [0.0, 0.0, 0.0], [0.2, 0.0, 0.1], [0.2, 0.4, 0.4], [-0.1, -0.3, -0.6], [0.0, 0.2, -0.1], [-0.1, 0.0, 0.0], [-0.1, 0.2, 0.0], [0.1, -0.1, 0.0], [0.0, -0.1, 0.0], [-0.2, 0.0, 0.1], [0.0, 0.2, 0.1], [-0.2, 0.2, -0.1], [0.1, -0.1, 0.1], [-1.8, -2.3, 1.9], [1.0, 4.9, -3.2], [0.7, 0.1, -0.3], [-0.5, 0.3, 0.2], [0.0, -0.3, 0.4], [-0.2, 0.5, -0.3], [-0.1, 0.0, -0.2], [-0.1, -0.3, 0.1], [0.5, -3.0, 1.7], [0.3, 0.6, -0.1], [0.1, -0.2, -0.1], [0.0, 0.0, 0.0], [0.0, -0.2, 0.0], [-0.1, -0.1, 0.1], [0.0, 0.0, -0.1], [0.0, 0.1, 0.0], [0.0, 0.1, 0.0], [0.0, 0.1, 0.0], [0.1, -0.1, 0.1], [0.1, -0.1, 0.0], [0.0, -0.1, 0.1], [0.0, 0.0, 0.0], [-0.1, 0.1, -0.1], [0.0, 0.0, 0.0], [0.0, -0.2, 0.0], [0.2, 0.0, 0.0], [-0.1, 0.0, 0.1], [0.0, 0.0, 0.0], [0.0, 0.1, 0.0], [-1.2, 3.2, 1.2], [3.1, -5.4, 0.0], [-0.1, -0.4, -0.7], [0.1, 0.0, 0.6], [-0.4, 0.3, 0.0], [0.4, -0.4, 0.1], [0.3, 0.0, 0.0], [-0.1, 0.3, 0.0], [-2.1, 2.7, -0.9], [0.1, -0.7, 0.0], [0.1, 0.1, -0.2], [0.0, 0.0, 0.0], [-0.1, 0.2, -0.1], [-0.1, 0.1, 0.1], [0.1, 0.0, -0.1], [0.0, -0.1, 0.0], [0.0, -0.1, 0.1], [0.0, -0.1, 0.0], [-0.2, 0.1, 0.0], [0.0, 0.0, -0.1], [0.0, 0.0, 0.0], [0.0, 0.0, 0.0], [0.1, 0.0, 0.0], [0.0, 0.0, 0.0], [0.0, 0.2, -0.1], [-0.1, 0.0, -0.1], [0.0, 0.1, 0.1], [0.0, 0.0, 0.0], [0.0, -0.1, 0.0]], "mulliken_charge": [-0.9978, 0.4583, -0.5189, -0.8877, -1.3108, 0.4446, 1.0314, -2.0857, -0.6992, -0.2518, 0.7171, -0.4572, -0.3484, 0.0005, -0.2589, -0.2086, -1.1828, -0.3842, -0.3177, 0.1155, -0.4571, 0.8731, 0.0053, -0.6970, 0.1342, -1.1597, -0.9705, 1.2134, -1.5711, 0.2765, 0.3068, 0.3051, 0.5655, 0.4166, 0.3076, 0.7316, 0.6206, 0.7691, 0.4213, 0.3968, 0.4401, 0.5387, 0.2718, 0.2714, 0.4830, 0.3096, 0.4345, 0.3498, 0.3734, 0.4300, 0.2782, 0.2771, 0.4620, 0.3888, 0.3406, -0.8201, 0.7383, 0.1415, -0.8282, -1.1347, 0.2436, -1.2935, -1.0138, 0.0230, -0.8388, -0.9869, 0.3152, 0.3726, 0.1475, 0.3264, 0.3392, 0.3531, 0.3542, 0.3989, 0.3368, 0.1341, 0.3354, 0.4344, 0.3056, 0.3961, 0.2297, 0.3336, 0.3205, 0.3555, -0.8327, 0.7028, 0.2035, -0.8423, -1.0694, 0.2032, -1.1417, -1.0606, -0.0314, -0.8673, -0.9966, 0.3203, 0.3727, 0.1259, 0.3198, 0.2465, 0.3744, 0.3434, 0.3770, 0.2993, 0.3157, 0.3015, 0.3638, 0.2934, 0.4124, 0.2483, 0.3231, 0.3193, 0.3619], "e_above_lowest_kcal_mol": 0.0, "total_charge": 1, "homo_lumo_gap_ev": 7.0, "spin_multiplicity": 1, "homo_energy_ev": -9.84}